{
  "formula": "C30H33N6O3PS2Ta",
  "method": "the ωB97M-V functional and the def2-TZVPD basis",
  "e_homo_ev": -14.4,
  "total_charge": 3,
  "multiplicity": 1,
  "lumo_ha": -0.339,
  "homo_lumo_gap_ev": 5.14,
  "e_above_lowest_ev": 0.786,
  "symbols": ["Ta", "C", "C", "N", "N", "C", "S", "S", "C", "C", "C", "C", "C", "C", "C", "C", "C", "C", "C", "C", "C", "O", "H", "H", "H", "H", "H", "H", "H", "H", "H", "H", "H", "H", "H", "H", "C", "C", "C", "C", "C", "C", "N", "N", "C", "C", "C", "C", "C", "C", "H", "H", "H", "H", "H", "H", "H", "H", "H", "N", "C", "P", "O", "O", "C", "N", "H", "H", "H", "H", "H", "H", "H", "H", "H", "H"],
  "xyz": [[0.98, 0.27, -0.09], [-3.02, 2.06, -0.05], [-1.58, 1.76, 0.17], [-1.01, 0.83, -0.57], [-1.81, 0.29, -1.57], [-1.11, -0.31, -2.47], [0.67, -0.43, -2.34], [-1.72, -1.07, -3.87], [-3.51, -0.67, -3.83], [-3.83, 0.48, -4.75], [-4.40, 0.23, -5.99], [-4.69, 1.28, -6.85], [-4.42, 2.59, -6.47], [-3.85, 2.84, -5.22], [-3.56, 1.79, -4.37], [-0.79, 2.56, 1.12], [-1.45, 3.24, 2.16], [-0.79, 4.16, 2.95], [0.55, 4.47, 2.69], [1.24, 3.80, 1.70], [0.59, 2.83, 0.95], [1.30, 2.13, 0.02], [-3.16, 2.33, -1.10], [-3.38, 2.87, 0.57], [-3.62, 1.16, 0.10], [-3.77, -0.48, -2.79], [-3.99, -1.59, -4.15], [-4.62, -0.79, -6.30], [-5.14, 1.08, -7.82], [-4.65, 3.40, -7.13], [-3.64, 3.86, -4.92], [-3.12, 1.99, -3.40], [-2.49, 3.05, 2.35], [-1.32, 4.68, 3.73], [1.05, 5.23, 3.27], [2.27, 4.02, 1.48], [-3.19, -3.10, 1.97], [-2.47, -3.97, 1.16], [-1.24, -3.59, 0.65], [-0.74, -2.33, 0.96], [-1.46, -1.45, 1.77], [-2.68, -1.85, 2.28], [0.50, -1.87, 0.45], [1.36, -2.74, 0.18], [2.56, -2.25, -0.39], [3.52, -3.20, -0.70], [4.70, -2.80, -1.32], [4.90, -1.45, -1.62], [3.92, -0.50, -1.31], [2.73, -0.88, -0.69], [-4.15, -3.41, 2.36], [-2.87, -4.94, 0.91], [-0.68, -4.25, 0.00], [-1.05, -0.48, 2.03], [-3.25, -1.18, 2.92], [3.32, -4.24, -0.48], [5.44, -3.53, -1.60], [5.80, -1.15, -2.13], [4.09, 0.53, -1.60], [5.07, -1.29, 1.70], [4.43, -0.08, 2.30], [2.72, -0.55, 2.81], [2.74, -2.03, 2.97], [1.74, 0.14, 1.86], [2.36, 0.11, 4.50], [2.01, -1.08, 5.37], [4.62, -2.14, 2.10], [6.08, -1.33, 1.88], [4.93, -1.32, 0.68], [4.44, 0.73, 1.57], [5.02, 0.23, 3.17], [1.53, 0.80, 4.48], [3.22, 0.62, 4.94], [1.01, -1.11, 5.59], [2.52, -1.08, 6.25], [2.25, -1.94, 4.83]]
}

=====

{
  "formula": "H4NO2P2",
  "method": "the ωB97M-V functional and the def2-TZVPD basis",
  "e_homo_ev": [-3.5, -3.5],
  "total_charge": -1,
  "multiplicity": 1,
  "lumo_ha": [0.157, 0.157],
  "homo_lumo_gap_ev": [7.79, 7.79],
  "e_above_lowest_ev": 4.917,
  "symbols": ["N", "O", "O", "P", "P", "H", "H", "H", "H"],
  "xyz": [[1.55, 0.24, -0.30], [0.63, 1.37, 1.86], [-0.04, -1.82, 1.37], [-1.50, 0.74, -0.31], [0.30, 0.36, 0.86], [1.05, -0.50, -0.76], [2.22, -0.27, 0.31], [-1.98, 0.72, 0.90], [-1.69, -0.63, -0.51]]
}

=====

{
  "formula": "C4H7N3S",
  "method": "the ωB97M-V functional and the def2-TZVPD basis",
  "smiles": "C=CN/C=N\\C=N\\S",
  "e_homo_ev": -7.9,
  "total_charge": 0,
  "multiplicity": 1,
  "lumo_ha": 0.001,
  "homo_lumo_gap_ev": 7.96,
  "e_above_lowest_ev": 6.940,
  "symbols": ["C", "C", "N", "C", "N", "C", "N", "S", "H", "H", "H", "H", "H", "H", "H"],
  "xyz": [[-2.32, -1.76, 0.07], [-1.21, -0.71, -0.38], [-1.39, 0.59, -0.11], [-0.51, 1.70, 0.22], [0.79, 1.85, 0.00], [1.72, 0.98, -0.52], [1.91, -0.08, 0.30], [3.50, -0.76, -0.08], [-3.50, -1.76, 0.29], [-1.99, -2.85, -0.11], [-0.09, -1.13, -0.61], [-2.46, 0.81, -0.11], [-0.84, 2.68, 0.88], [2.38, 1.48, -1.22], [4.01, -1.04, 1.37]]
}

=====

{
  "formula": "C6H20N4O6Zn",
  "method": "the ωB97M-V functional and the def2-TZVPD basis",
  "e_homo_ev": -16.3,
  "total_charge": 2,
  "multiplicity": 1,
  "lumo_ha": -0.198,
  "homo_lumo_gap_ev": 10.93,
  "symbols": ["Zn", "C", "O", "N", "N", "H", "H", "H", "H", "C", "O", "N", "N", "H", "H", "H", "H", "C", "C", "O", "O", "H", "H", "H", "H", "H", "H", "C", "C", "O", "O", "H", "H", "H", "H", "H", "H"],
  "xyz": [[-23.57, -17.68, 25.84], [-24.90, -14.64, 26.13], [-24.43, -15.79, 26.07], [-24.57, -13.82, 27.16], [-25.71, -14.14, 25.17], [-25.00, -12.93, 27.32], [-24.07, -14.26, 27.91], [-26.03, -14.74, 24.43], [-25.99, -13.18, 25.26], [-22.06, -17.94, 28.63], [-22.89, -17.75, 27.72], [-20.74, -17.67, 28.47], [-22.47, -18.43, 29.82], [-20.36, -17.50, 27.56], [-20.11, -17.83, 29.24], [-21.84, -18.62, 30.58], [-23.45, -18.39, 30.02], [-23.71, -20.74, 25.61], [-25.14, -20.25, 25.71], [-25.23, -18.93, 26.31], [-22.77, -19.65, 25.53], [-23.64, -21.38, 24.73], [-23.43, -21.39, 26.44], [-25.73, -20.96, 26.29], [-25.60, -20.19, 24.71], [-26.16, -18.77, 26.50], [-21.89, -20.03, 25.48], [-23.17, -17.36, 23.01], [-22.36, -16.25, 23.59], [-21.98, -16.62, 24.93], [-24.33, -17.64, 23.87], [-22.59, -18.29, 22.96], [-23.51, -17.18, 21.99], [-22.93, -15.32, 23.61], [-21.48, -16.12, 22.96], [-21.36, -15.95, 25.25], [-25.04, -17.94, 23.29]]
}

=====

{
  "formula": "C29H32AsO2STc",
  "method": "the ωB97M-V functional and the def2-TZVPD basis",
  "e_homo_ev": [-16.2, -16.4],
  "total_charge": 3,
  "multiplicity": 2,
  "lumo_ha": [-0.444, -0.452],
  "homo_lumo_gap_ev": [4.08, 4.06],
  "symbols": ["Tc", "C", "C", "C", "C", "C", "C", "C", "H", "H", "H", "H", "H", "H", "H", "H", "S", "C", "C", "C", "C", "C", "C", "As", "C", "C", "C", "C", "C", "C", "C", "C", "C", "C", "C", "C", "H", "H", "H", "H", "H", "H", "H", "H", "H", "H", "H", "H", "H", "H", "C", "O", "C", "C", "O", "C", "H", "H", "H", "H", "H", "H", "H", "H", "H", "H"],
  "xyz": [[-0.33, 0.24, -2.36], [1.57, 3.02, -3.23], [0.54, 1.99, -3.62], [-0.84, 2.22, -3.38], [-1.82, 1.35, -3.91], [-1.44, 0.14, -4.47], [-0.05, -0.17, -4.61], [0.92, 0.79, -4.27], [2.54, 2.57, -3.06], [1.26, 3.58, -2.35], [1.66, 3.72, -4.06], [-1.13, 3.14, -2.89], [-2.87, 1.57, -3.78], [-2.18, -0.57, -4.80], [0.26, -1.11, -5.04], [1.97, 0.56, -4.43], [1.67, 0.29, -1.29], [2.09, -1.04, -0.19], [3.15, -1.86, -0.57], [3.56, -2.88, 0.28], [2.95, -3.07, 1.50], [1.92, -2.23, 1.90], [1.49, -1.21, 1.06], [0.21, 0.07, 1.64], [1.05, 1.69, 2.15], [0.26, 2.79, 2.51], [0.87, 3.96, 2.91], [2.26, 4.04, 2.93], [3.04, 2.96, 2.54], [2.44, 1.78, 2.14], [-0.88, -0.69, 2.97], [-1.18, 0.00, 4.16], [-1.98, -0.61, 5.11], [-2.50, -1.87, 4.88], [-2.21, -2.56, 3.69], [-1.42, -1.96, 2.73], [3.64, -1.70, -1.52], [4.38, -3.53, -0.02], [3.28, -3.86, 2.17], [1.47, -2.35, 2.88], [-0.83, 2.73, 2.50], [0.27, 4.81, 3.21], [2.74, 4.96, 3.24], [4.12, 3.03, 2.57], [3.05, 0.93, 1.86], [-0.75, 0.98, 4.36], [-2.19, -0.09, 6.04], [-3.12, -2.34, 5.63], [-2.61, -3.55, 3.53], [-1.18, -2.50, 1.82], [-2.76, 1.34, -0.44], [-2.24, 0.25, -1.23], [-2.67, -1.04, -0.74], [-2.09, -2.08, -1.66], [-0.68, -1.78, -1.81], [0.06, -2.87, -2.43], [-3.85, 1.26, -0.41], [-2.46, 2.26, -0.92], [-2.35, 1.28, 0.57], [-2.31, -1.16, 0.29], [-3.76, -1.09, -0.75], [-2.20, -3.07, -1.22], [-2.57, -2.08, -2.64], [-0.07, -3.76, -1.81], [1.11, -2.57, -2.43], [-0.30, -3.04, -3.44]]
}

=====

{
  "formula": "C6H11BrO5",
  "method": "the ωB97M-V functional and the def2-TZVPD basis",
  "e_homo_ev": [-7.7, -6.8],
  "total_charge": 0,
  "multiplicity": 1,
  "lumo_ha": [0.021, -0.004],
  "homo_lumo_gap_ev": [8.24, 6.66],
  "e_above_lowest_ev": 1.794,
  "symbols": ["C", "C", "C", "C", "C", "C", "O", "O", "O", "O", "O", "Br", "H", "H", "H", "H", "H", "H", "H", "H", "H", "H", "H"],
  "xyz": [[1.16, -0.11, -0.06], [0.12, -0.98, -0.89], [0.56, 0.81, 0.92], [-1.61, 0.67, -0.84], [0.72, 2.29, 0.85], [-0.38, -2.15, -0.03], [-0.89, -0.26, -1.52], [1.97, 0.54, -1.00], [-0.06, 0.23, 1.97], [-2.22, 1.56, -1.63], [0.69, -3.05, 0.10], [-2.94, -0.11, 0.49], [1.72, -0.90, 0.47], [0.71, -1.40, -1.71], [-0.16, 2.80, 1.26], [0.86, 2.60, -0.18], [1.59, 2.62, 1.44], [-1.23, -2.61, -0.54], [-0.71, -1.80, 0.96], [2.70, 0.98, -0.55], [-0.66, 0.85, 2.41], [-2.34, 1.22, -2.53], [0.40, -3.80, 0.62]]
}

=====

{
  "formula": "C22H30BF10O12S",
  "method": "the ωB97M-V functional and the def2-TZVPD basis",
  "e_homo_ev": -5.4,
  "total_charge": -1,
  "multiplicity": 1,
  "lumo_ha": 0.078,
  "homo_lumo_gap_ev": 7.47,
  "symbols": ["C", "C", "C", "C", "C", "C", "O", "O", "B", "C", "C", "C", "C", "C", "O", "O", "C", "C", "F", "F", "C", "F", "F", "F", "S", "O", "O", "C", "F", "F", "C", "F", "F", "F", "H", "H", "H", "H", "H", "H", "H", "H", "H", "H", "H", "H", "H", "H", "H", "H", "H", "H", "C", "O", "C", "O", "O", "C", "H", "H", "H", "H", "H", "H", "C", "O", "C", "O", "O", "C", "H", "H", "H", "H", "H", "H"],
  "xyz": [[-0.52, 2.48, 1.55], [-0.58, 1.59, 0.56], [-0.43, 0.42, -0.55], [0.70, 1.04, -1.51], [2.25, 0.88, -0.72], [3.51, 0.36, -1.75], [3.31, 1.87, -1.15], [-1.75, 0.57, -1.18], [-2.69, -0.34, -0.47], [-3.57, -0.95, -1.74], [-3.65, 0.26, 0.72], [-5.20, -0.19, 0.65], [-5.47, -1.76, 0.93], [-6.76, -2.01, 1.92], [-7.94, -2.48, 1.14], [-1.77, -1.35, 0.09], [-0.32, -1.16, -0.05], [0.01, -2.16, -1.30], [-0.48, -1.64, -2.58], [1.47, -2.14, -1.51], [-0.63, -3.62, -1.21], [0.24, -4.62, -1.84], [-0.99, -4.12, 0.06], [-1.84, -3.63, -2.02], [0.28, -1.58, 1.66], [0.87, -0.41, 2.46], [-0.95, -1.99, 2.48], [1.53, -2.92, 1.86], [1.77, -3.82, 0.79], [1.08, -3.75, 2.98], [3.02, -2.41, 2.35], [3.63, -1.50, 1.42], [3.84, -3.62, 2.30], [3.05, -1.99, 3.71], [-0.28, 3.32, 2.30], [0.82, 0.54, -2.54], [0.57, 2.18, -1.54], [2.24, 0.45, 0.43], [4.60, 0.67, -1.73], [3.71, -0.47, -0.93], [-2.94, -1.01, -2.72], [-3.93, -2.04, -1.55], [-4.46, -0.25, -2.03], [-3.53, 1.42, 0.68], [-3.23, -0.10, 1.73], [-5.76, 0.17, -0.31], [-5.74, 0.39, 1.52], [-4.57, -2.32, 1.37], [-5.73, -2.25, -0.09], [-7.08, -1.05, 2.48], [-6.56, -2.81, 2.72], [-7.59, -3.27, 0.64], [7.65, -1.78, -6.11], [6.89, -2.91, -5.69], [5.81, -2.60, -4.94], [5.46, -1.49, -4.61], [5.19, -3.75, -4.61], [4.02, -3.57, -3.81], [8.49, -2.14, -6.70], [7.04, -1.12, -6.73], [8.05, -1.23, -5.24], [3.27, -2.98, -4.34], [4.28, -3.10, -2.85], [3.60, -4.56, -3.60], [1.77, 6.46, 4.49], [0.80, 7.48, 4.32], [-0.44, 7.03, 4.06], [-0.77, 5.87, 3.97], [-1.26, 8.09, 3.93], [-2.62, 7.76, 3.65], [2.73, 6.94, 4.69], [1.52, 5.82, 5.34], [1.87, 5.86, 3.57], [-3.04, 7.17, 4.47], [-2.69, 7.21, 2.70], [-3.18, 8.69, 3.56]]
}

=====

{
  "formula": "C4H9Br2",
  "method": "the ωB97M-V functional and the def2-TZVPD basis",
  "e_homo_ev": [-9.7, -10.2],
  "total_charge": 0,
  "multiplicity": 2,
  "lumo_ha": [0.029, -0.094],
  "homo_lumo_gap_ev": [10.43, 7.64],
  "e_above_lowest_ev": 0.091,
  "symbols": ["H", "Br", "C", "C", "C", "C", "Br", "H", "H", "H", "H", "H", "H", "H", "H"],
  "xyz": [[-0.27, 0.86, -0.95], [-1.23, 2.13, -1.55], [1.16, 0.61, 0.70], [-0.01, 0.06, -0.09], [-1.30, -0.03, 0.75], [0.36, -1.25, -0.79], [1.32, -0.83, -2.44], [2.10, 0.50, 0.17], [1.04, 1.67, 0.94], [1.30, 0.09, 1.65], [-2.07, -0.49, 0.13], [-1.21, -0.63, 1.66], [-1.66, 0.96, 1.02], [1.02, -1.84, -0.16], [-0.54, -1.81, -1.05]]
}